Entry 1:
C3H6O2 in the gas phase at a distorted geometry. Source: OMol25; level of theory: the ωB97M-V functional and the def2-TZVPD basis.

```
11
Properties=species:S:1:pos:R:3:forces:R:3:lowdin_charge:R:1
O 1.4777 -0.9997 0.0255 -0.7 2.6 -0.9 -0.104
C 1.1557 0.4648 0.0437 1.1 -2.3 1.4 -0.180
C -0.3190 0.6010 -0.1222 -2.6 0.2 1.2 -0.277
C -1.3318 -0.3740 0.4964 -1.3 -0.5 -0.8 -0.075
O -0.7595 -0.5934 -0.8171 -1.0 1.5 -0.4 -0.135
H 0.8108 -1.1573 -0.6986 0.9 -1.2 0.9 0.063
H 1.3212 0.8964 -0.9132 2.0 0.5 -0.9 0.097
H 1.7394 0.9120 0.8934 -1.0 -0.1 -0.9 0.143
H -0.5719 1.6884 -0.4987 -0.2 -2.5 0.5 0.175
H -2.5573 -0.2543 0.3688 3.5 0.0 0.8 0.161
H -0.9653 -1.1840 1.2220 -0.7 1.6 -0.9 0.130
```
Forces are in eV/Å.

- SMILES = OC[C@@H]1CO1



Entry 2:
C3H6O2 in the gas phase. Source: OMol25; level of theory: the ωB97M-V functional and the def2-TZVPD basis.

```
11
Properties=species:S:1:pos:R:3:forces:R:3:lowdin_charge:R:1
C 0.4021 -0.4387 1.4811 0.3 -0.3 0.4 -0.071
C -0.9803 0.3225 0.1475 -0.2 0.2 -0.6 -0.014
O -0.5224 -0.9191 0.4536 0.1 0.6 0.2 -0.189
C -0.4036 0.7001 -1.1771 -0.3 0.3 0.1 -0.305
O 0.4902 -0.1753 -1.8051 -0.1 -0.2 0.0 -0.057
H -0.1317 -0.2517 2.4147 0.1 -0.1 -0.1 0.096
H 0.9478 0.4756 1.1841 -0.2 -0.4 0.0 0.099
H 1.1216 -1.2455 1.5299 0.2 -0.1 0.3 0.101
H 0.0809 1.6791 -1.0354 -0.2 -0.1 0.0 0.129
H -1.3140 0.9016 -1.7700 0.1 0.0 -0.2 0.126
H 0.3095 -1.0485 -1.4235 0.2 0.1 -0.1 0.084
```
Forces are in eV/Å.



Entry 3:
C3H6O2 in the gas phase at a distorted geometry. Source: OMol25; level of theory: the ωB97M-V functional and the def2-TZVPD basis.

```
11
Properties=species:S:1:pos:R:3:forces:R:3:lowdin_charge:R:1
C 0.7253 -0.6102 0.5687 -1.2 -0.5 1.3 -0.157
C -0.7821 -0.7299 0.0722 -0.6 -1.8 2.8 -0.218
O -1.0149 0.3805 -0.7256 1.3 0.3 -0.1 -0.084
C 0.1295 1.2639 -0.5855 -0.6 0.2 0.0 -0.173
O 1.1940 0.6746 0.1788 -1.9 0.0 -0.7 -0.092
H 0.8748 -0.7350 1.7259 -0.3 0.0 -2.3 0.153
H 1.1710 -1.3920 -0.0370 1.0 0.0 0.4 0.102
H -1.5668 -0.8633 0.8891 1.0 1.2 -0.3 0.121
H -0.9559 -1.7730 -0.3167 0.6 1.2 -1.1 0.118
H -0.2002 2.2266 -0.2083 -0.2 -0.1 1.2 0.122
H 0.4252 1.5578 -1.5616 0.8 -0.5 -1.2 0.109
```
Forces are in eV/Å.

- SMILES = C1COCO1



Entry 4:
C3H6O2 in the gas phase at a distorted geometry. Source: OMol25; level of theory: the ωB97M-V functional and the def2-TZVPD basis.

```
11
Properties=species:S:1:pos:R:3:forces:R:3:lowdin_charge:R:1
C 1.0625 0.2607 1.0803 0.8 2.3 -0.8 -0.023
C -0.4587 0.3053 0.5055 3.4 -3.9 0.6 -0.242
O -0.5958 -0.7983 1.0349 -4.8 -1.3 0.1 -0.007
C -0.8743 0.3227 -1.0030 -0.2 0.7 0.2 -0.206
O -0.4392 -0.8950 -1.5693 0.0 0.1 0.2 -0.060
H 1.0842 0.7275 2.0569 0.4 0.4 -0.2 0.072
H 1.5064 0.7833 0.2618 1.5 1.0 0.0 0.055
H 1.5542 -0.7478 1.1294 -1.1 0.8 -0.2 0.097
H -0.3985 1.1409 -1.5489 0.0 0.0 0.1 0.114
H -1.9634 0.4469 -1.0986 0.2 -0.1 0.2 0.117
H -0.4774 -1.5462 -0.8491 -0.2 0.0 -0.3 0.082
```
Forces are in eV/Å.

- SMILES = CC(=O)CO



Values of electronic energy, in order: -268.27181, -268.22727, -268.31954, -268.25123, all in a.u..
Values of ΔE to the lowest compared entry with this formula, charge and spin, in order: 83.7, 111.7, 53.8, 96.6, all in kcal/mol.